1.
Formula: C35H58N3OP2Tc
Source: the OMol25 dataset
Level of theory: wB97M-V/def2-TZVPD

The geometry in XYZ format:
```
100
C35H58N3OP2Tc wB97M-V/def2-TZVPD
C 2.593 0.725 -0.830
C 0.941 2.408 -0.760
C 3.545 1.641 -1.276
C 1.914 3.390 -1.067
C 3.209 2.999 -1.339
H 4.537 1.271 -1.513
H 1.570 4.418 -1.139
H 3.963 3.730 -1.605
N 1.343 1.116 -0.533
P 1.852 -1.474 0.714
P -1.760 1.491 -0.573
C 2.899 -0.752 -0.665
H 2.691 -1.270 -1.617
H 3.973 -0.891 -0.484
C -1.811 -1.129 0.741
O -2.814 -1.687 1.009
C -0.446 2.669 -0.708
H -0.721 3.722 -0.829
C -2.361 1.630 -2.427
C -3.196 2.291 0.482
C 1.721 -3.337 0.363
C 3.026 -1.137 2.166
C -3.165 0.361 -2.703
H -4.024 0.244 -2.031
H -3.545 0.382 -3.736
H -2.526 -0.522 -2.588
C -3.190 2.884 -2.731
H -4.139 2.937 -2.192
H -2.608 3.798 -2.552
H -3.435 2.876 -3.805
C -1.142 1.737 -3.349
H -1.482 1.735 -4.396
H -0.588 2.666 -3.178
H -0.446 0.902 -3.221
C -4.535 1.622 0.125
H -4.483 0.537 0.289
H -5.308 2.020 0.801
H -4.877 1.810 -0.898
C -2.987 2.069 1.980
H -2.932 1.005 2.236
H -2.082 2.567 2.337
H -3.845 2.505 2.519
C -3.248 3.811 0.297
H -3.454 4.144 -0.721
H -4.065 4.203 0.924
H -2.317 4.282 0.630
C 2.337 -1.645 3.438
H 3.023 -1.498 4.286
H 1.422 -1.080 3.642
H 2.075 -2.710 3.393
C 3.268 0.375 2.285
H 3.908 0.758 1.480
H 2.331 0.939 2.288
H 3.769 0.570 3.245
C 4.413 -1.799 2.007
H 5.110 -1.279 2.683
H 4.414 -2.852 2.304
H 4.822 -1.713 0.992
C 2.003 -3.554 -1.123
H 3.050 -3.357 -1.390
H 1.789 -4.601 -1.386
H 1.350 -2.913 -1.724
C 0.277 -3.767 0.663
H -0.448 -3.242 0.028
H 0.186 -4.843 0.457
H 0.012 -3.594 1.715
C 2.673 -4.231 1.164
H 3.721 -4.069 0.888
H 2.546 -4.129 2.247
H 2.438 -5.277 0.909
Tc -0.238 -0.217 0.260
N -0.160 -0.995 -1.450
C -0.283 -1.164 -2.610
C -0.528 -2.014 -3.869
C -0.619 -1.103 -5.088
C 0.622 -2.993 -4.081
C -1.818 -2.817 -3.703
H -1.482 -0.428 -5.018
H 0.295 -0.502 -5.181
H -0.731 -1.705 -5.999
H 0.598 -3.790 -3.332
H 0.537 -3.487 -5.058
H 1.590 -2.478 -4.051
H -2.016 -3.408 -4.608
H -1.731 -3.514 -2.859
H -2.687 -2.174 -3.534
C -0.320 2.157 6.406
C -0.313 1.604 5.016
C -0.818 0.337 4.720
C -0.751 -0.153 3.420
N -0.244 0.573 2.391
C 0.220 1.823 2.673
C 0.224 2.346 3.961
H -0.860 3.111 6.450
H -0.802 1.455 7.091
H 0.700 2.347 6.764
H -1.261 -0.288 5.497
H -1.097 -1.167 3.200
H 0.597 2.417 1.836
H 0.643 3.341 4.119
```

## Properties
Relative energy (zero: lowest compared OMol25 entry of this formula, charge and spin) ... 0.0 kJ/mol
Spin multiplicity ... 4
LUMO level (alpha / beta) ... -0.309 / -0.424 Eh
Total charge ... +3
HOMO energy (alpha / beta) ... -16.47 / -17.53 eV
Frontier orbital gap (alpha / beta) ... 8.07 / 6.00 eV

2.
Formula: C35H59AlBr3Cl6F4N3O18S
Source: the OMol25 dataset
Level of theory: wB97M-V/def2-TZVPD

The geometry in XYZ format:
```
130
C35H59AlBr3Cl6F4N3O18S wB97M-V/def2-TZVPD
C 6.131 -5.441 1.752
C 6.239 -5.288 0.140
O 5.008 -5.028 -0.518
C 4.453 -3.725 -0.376
C 5.383 -2.557 0.187
O 6.369 -2.245 -0.827
C 6.368 -0.872 -1.228
O 7.549 -0.137 -0.774
C 7.547 0.002 0.662
C 6.595 1.203 1.197
O 6.794 1.241 2.658
C 3.024 -3.663 0.429
C 2.832 -4.799 1.537
C 2.999 -4.233 3.048
O 3.564 -4.999 3.875
Br 2.420 -2.434 3.626
O 1.994 -3.911 -0.591
C 0.795 -3.164 -0.283
C 0.722 -1.750 -1.047
C 0.959 -0.501 -0.049
C -0.238 0.557 -0.048
N 0.114 1.976 0.316
O -1.425 0.309 -0.337
H 7.161 -5.692 2.186
H 5.605 -4.574 2.262
H 5.481 -6.374 1.958
H 6.570 -6.341 -0.208
H 7.126 -4.613 -0.175
H 4.160 -3.387 -1.445
H 4.675 -1.676 0.438
H 5.941 -2.780 1.154
H 5.420 -0.286 -0.991
H 6.462 -0.869 -2.379
H 8.616 0.327 0.950
H 7.350 -0.959 1.243
H 6.915 2.228 0.802
H 5.494 0.979 1.002
H 5.943 0.964 3.055
H 2.797 -2.613 0.830
H 1.722 -5.121 1.481
H 3.434 -5.754 1.384
H -0.095 -3.823 -0.630
H 0.645 -2.969 0.835
H -0.328 -1.637 -1.506
H 1.446 -1.687 -1.944
H 1.077 -0.848 1.049
H 1.936 0.056 -0.302
H 0.404 1.899 1.313
H 0.994 2.173 -0.201
Br -3.264 -4.766 -1.892
C -3.527 -6.367 -0.812
C -2.846 -6.241 0.527
Br -0.920 -6.502 0.369
H -3.169 -7.211 -1.402
H -4.608 -6.450 -0.685
H -3.182 -7.027 1.205
H -2.996 -5.270 0.999
N -4.048 -0.977 1.115
O -4.676 0.084 0.948
O -3.996 -1.818 0.201
O -3.472 -1.195 2.195
Cl 1.786 4.711 -0.919
C 0.488 5.847 -0.490
C -0.780 5.576 -1.274
Cl -0.601 5.958 -3.006
H 0.855 6.862 -0.651
H 0.295 5.722 0.578
H -1.592 6.199 -0.895
H -1.085 4.531 -1.188
C -3.248 7.174 -5.060
C -4.602 6.551 -5.348
O -5.660 7.262 -4.656
C -6.090 8.418 -5.255
O -5.643 8.846 -6.276
C -7.236 9.045 -4.463
F -6.988 9.083 -3.124
F -8.382 8.361 -4.616
F -7.491 10.304 -4.832
H -3.070 7.230 -3.982
H -2.450 6.588 -5.518
H -3.192 8.195 -5.445
H -4.620 5.525 -4.974
H -4.805 6.507 -6.420
Al -4.981 7.920 -2.546
C 7.636 -9.747 3.143
C 6.753 -9.133 2.038
C 6.638 -10.137 0.866
O 7.356 -8.050 1.583
H 8.645 -9.983 2.789
H 7.729 -9.072 3.999
H 7.192 -10.679 3.509
H 5.742 -9.052 2.467
H 7.612 -10.385 0.432
H 6.003 -9.743 0.067
H 6.186 -11.071 1.214
C -1.313 2.093 7.277
C -0.433 2.430 6.253
C -0.131 1.503 5.261
C -0.720 0.241 5.303
C -1.596 -0.105 6.330
C -1.890 0.827 7.319
N -0.426 -0.730 4.248
O 0.364 -0.399 3.369
O -0.983 -1.811 4.299
H -1.550 2.821 8.047
H 0.015 3.417 6.226
H 0.555 1.777 4.468
H -2.054 -1.087 6.371
H -2.573 0.569 8.121
O -13.985 7.642 -5.215
S -13.800 6.224 -5.380
O -14.256 5.280 -4.395
O -12.241 5.933 -5.699
C -11.263 6.395 -4.769
C -11.245 5.553 -3.505
C -14.455 5.739 -6.951
H -11.421 7.452 -4.538
H -10.290 6.315 -5.262
H -12.180 5.656 -2.950
H -10.430 5.859 -2.845
H -11.130 4.495 -3.750
H -14.090 6.423 -7.716
H -15.541 5.792 -6.887
H -14.146 4.715 -7.162
C 9.748 1.439 4.787
Cl 8.894 2.968 5.086
Cl 9.736 1.086 3.047
Cl 11.427 1.578 5.353
Cl 8.935 0.125 5.663
F 3.486 -7.046 -0.024
```

## Properties
LUMO level ... -0.177 Eh
Total charge ... 0
HOMO energy ... -6.02 eV
Frontier orbital gap ... 1.21 eV

3.
Formula: C35H59BFN7O8P
Source: the OMol25 dataset
Level of theory: wB97M-V/def2-TZVPD

The geometry in XYZ format:
```
112
C35H59BFN7O8P wB97M-V/def2-TZVPD
C -0.932 3.996 2.038
C -1.426 4.192 0.571
B -0.201 4.021 -0.373
O 0.970 4.668 -0.138
N -0.227 3.137 -1.627
C 0.282 1.960 -1.753
N 0.061 1.314 -2.992
C 0.993 1.683 -3.958
O 1.842 2.495 -3.762
N 0.822 1.081 -5.229
C 1.825 0.217 -5.640
O 1.615 -0.831 -6.122
F 3.030 0.664 -5.457
C -0.368 -0.103 -2.901
C -1.893 -0.110 -2.676
C -2.615 0.429 -3.905
C -4.045 0.851 -3.619
C -4.680 1.588 -4.785
O -3.714 2.454 -5.375
C 0.368 -0.900 -1.799
C 1.579 -1.643 -2.414
C 1.412 -3.185 -2.404
C 2.765 -3.836 -2.130
N 3.779 -3.451 -3.113
C 4.979 -2.874 -2.548
C 6.071 -2.673 -3.569
C 6.009 -3.155 -4.873
C 7.045 -2.927 -5.779
C 8.160 -2.199 -5.374
C 8.251 -1.716 -4.075
C 7.210 -1.959 -3.179
O 7.281 -1.491 -1.882
C 0.680 -0.074 -0.528
C 1.744 -0.771 0.336
C -0.632 -0.148 0.336
C -1.005 -1.349 0.939
C -2.150 -1.395 1.709
C -2.906 -0.239 1.842
C -2.448 0.905 1.214
N -1.333 0.970 0.476
N 0.949 1.379 -0.716
P 2.626 2.081 -0.719
C 3.712 0.928 -1.661
O 3.192 1.841 0.790
H 0.069 3.579 2.077
H -1.590 3.329 2.583
H -0.895 4.941 2.568
H -2.241 3.513 0.365
H -1.742 5.233 0.484
H 0.836 5.623 -0.083
H -0.704 3.511 -2.439
H -0.079 0.637 -5.349
H -0.237 -0.603 -3.850
H -2.172 0.429 -1.776
H -2.176 -1.156 -2.572
H -2.629 -0.333 -4.685
H -2.077 1.287 -4.305
H -4.675 -0.004 -3.390
H -4.068 1.528 -2.764
H -5.523 2.176 -4.426
H -5.055 0.888 -5.534
H -4.126 2.932 -6.098
H -0.349 -1.661 -1.527
H 1.707 -1.374 -3.460
H 2.528 -1.441 -1.929
H 0.752 -3.498 -1.598
H 1.072 -3.545 -3.372
H 3.112 -3.518 -1.143
H 2.685 -4.923 -2.113
H 3.405 -2.883 -3.858
H 5.375 -3.510 -1.762
H 4.774 -1.885 -2.112
H 5.129 -3.707 -5.165
H 6.960 -3.306 -6.785
H 8.965 -2.027 -6.073
H 9.114 -1.155 -3.750
H 7.755 -0.656 -1.875
H 1.599 -0.504 1.375
H 2.758 -0.546 0.036
H 1.631 -1.838 0.194
H -0.435 -2.257 0.824
H -2.475 -2.304 2.189
H -3.818 -0.208 2.412
H -3.021 1.816 1.324
H 4.537 1.565 -1.969
H 4.140 0.133 -1.051
H 3.242 0.548 -2.557
H 3.795 1.088 0.829
C -6.771 0.194 7.675
O -5.725 0.863 8.351
C -5.065 0.078 9.339
C -3.659 -0.281 8.908
N -3.664 -1.235 7.805
C -2.365 -1.445 7.175
C -1.683 -0.257 6.501
O -2.338 0.216 5.335
C -3.403 1.121 5.563
H -7.316 0.941 7.099
H -6.394 -0.568 6.983
H -7.463 -0.275 8.379
H -5.644 -0.816 9.584
H -5.001 0.692 10.241
H -3.128 -0.722 9.757
H -3.151 0.656 8.643
H -4.317 -0.918 7.101
H -2.501 -2.218 6.414
H -1.680 -1.856 7.923
H -0.700 -0.599 6.166
H -1.499 0.571 7.195
H -3.228 1.748 6.440
H -4.359 0.601 5.667
H -3.477 1.768 4.686
```

## Properties
LUMO level ... -0.112 Eh
Total charge ... +1
HOMO energy ... -10.21 eV
Frontier orbital gap ... 7.17 eV

4.
Formula: C35H59IrN10
Source: the OMol25 dataset
Level of theory: wB97M-V/def2-TZVPD

The geometry in XYZ format:
```
105
C35H59IrN10 wB97M-V/def2-TZVPD
Ir 0.056 -0.285 0.186
C -5.620 -0.731 0.225
N -4.394 -0.029 0.595
C -4.619 1.202 1.341
C -3.178 -0.657 0.508
N -2.101 0.004 0.133
C -2.384 1.324 -0.491
C -1.148 1.896 -1.149
N -0.022 1.849 -0.194
C -0.244 2.598 1.061
C -0.744 1.653 2.135
N 0.080 0.424 2.101
C 0.581 0.045 3.287
N 1.613 -0.765 3.513
C 2.604 -1.198 2.550
C 1.879 -1.324 4.843
N -0.018 0.535 4.435
C -1.424 0.308 4.695
C 0.714 1.381 5.358
C 1.262 2.246 -0.814
C 2.358 1.455 -0.133
N 2.064 0.030 -0.358
C 3.063 -0.706 -0.855
N 4.367 -0.426 -0.614
C 4.886 0.157 0.614
C 5.386 -0.608 -1.646
N 2.810 -1.735 -1.691
C 1.905 -1.594 -2.820
C 3.625 -2.942 -1.726
N -3.102 -1.992 0.892
C -3.695 -2.290 2.191
C -3.379 -3.036 -0.094
H -6.328 0.011 -0.143
H -5.434 -1.431 -0.581
H -6.085 -1.251 1.065
H -5.431 1.027 2.049
H -3.741 1.466 1.924
H -4.899 2.042 0.701
H -3.189 1.220 -1.222
H -2.736 2.047 0.243
H -0.862 1.285 -2.009
H -1.322 2.916 -1.508
H 0.718 3.011 1.365
H -0.921 3.444 0.912
H -0.703 2.159 3.092
H -1.774 1.371 1.959
H 2.415 -0.762 1.580
H 3.591 -0.907 2.919
H 2.578 -2.281 2.468
H 1.000 -1.278 5.474
H 2.168 -2.364 4.711
H 2.701 -0.790 5.323
H -1.835 -0.351 3.931
H -1.546 -0.179 5.666
H -2.007 1.235 4.712
H 1.773 1.381 5.108
H 0.351 2.413 5.316
H 0.606 1.025 6.385
H 1.224 1.972 -1.870
H 1.411 3.327 -0.750
H 3.325 1.744 -0.538
H 2.365 1.671 0.940
H 4.138 0.131 1.396
H 5.752 -0.423 0.937
H 5.211 1.189 0.468
H 4.929 -0.877 -2.591
H 5.918 0.336 -1.781
H 6.109 -1.373 -1.362
H 1.237 -0.749 -2.675
H 2.486 -1.433 -3.734
H 1.319 -2.499 -2.935
H 4.229 -3.014 -0.825
H 2.958 -3.802 -1.774
H 4.277 -2.970 -2.602
H -4.784 -2.394 2.171
H -3.277 -3.234 2.540
H -3.431 -1.518 2.914
H -3.032 -2.736 -1.079
H -2.856 -3.944 0.191
H -4.448 -3.264 -0.144
C -0.706 -6.773 -2.797
C -0.531 -5.654 -3.594
C -0.442 -4.398 -3.011
C -0.503 -4.227 -1.626
C -0.709 -5.365 -0.840
C -0.807 -6.619 -1.421
C -0.396 -2.834 -1.110
C -0.055 -2.336 0.086
C 0.333 -3.218 1.219
C 1.398 -4.115 1.083
C 1.750 -4.973 2.111
C 1.037 -4.952 3.306
C -0.016 -4.063 3.456
C -0.356 -3.194 2.425
H -0.782 -7.756 -3.243
H -0.477 -5.754 -4.670
H -0.340 -3.529 -3.653
H -0.807 -5.282 0.232
H -0.970 -7.485 -0.791
H -0.668 -2.108 -1.883
H 1.934 -4.152 0.145
H 2.566 -5.671 1.978
H 1.296 -5.632 4.107
H -0.583 -4.050 4.379
H -1.191 -2.512 2.537
```

## Properties
LUMO level ... -0.212 Eh
Total charge ... +2
HOMO energy ... -12.23 eV
Frontier orbital gap ... 6.44 eV

Number 1: energy -64505.919 eV, F_max 7.53 eV/Å. Number 2: energy -392116.824 eV, F_max 5.89 eV/Å. Number 3: energy -76741.054 eV, F_max 2.07 eV/Å. Number 4: energy -54977.879 eV, F_max 1.06 eV/Å.